No. 1
59
Properties=species:S:1:pos:R:3 method="wB97M-V/def2-TZVPD" total_charge=-1 spin_multiplicity=10 max_force_ev_per_a=6.0 mol_weight_g_mol=743.05 e_tot_ev=-122210.6210
Cr -1.8915 -0.8389 1.5606
O -5.2311 1.0073 1.3777
H 0.2577 2.1323 2.5543
C 0.0731 -3.6017 1.2597
O -0.2518 -2.2759 0.7498
H -0.7579 -3.8280 1.9278
O -1.2496 0.2067 -0.2367
O -3.6494 2.3624 0.4113
O 1.1293 1.7187 -2.3262
H 2.0790 0.1144 3.6527
H -1.1630 4.1697 0.8865
H 1.3765 5.1232 -0.4857
Hg -2.4477 1.8557 -1.4118
O -4.1095 2.7156 2.8194
C 3.9480 -1.5073 -0.5911
H 1.2930 -3.0905 2.8802
H 0.0115 -4.3757 0.4947
O -1.9568 -2.1945 -1.8140
H -1.9810 -4.2448 -1.9246
O -1.0894 1.5190 -3.0837
H 0.5103 6.2090 0.5706
H 4.8865 -1.4792 -0.0373
H 0.2959 3.0300 -1.3176
H 1.8949 0.3359 -1.2784
H 0.4812 3.7355 0.8972
C -1.7386 -3.3817 -3.8594
H -0.3072 5.9542 -0.9404
C -0.2897 4.1306 0.2355
H 0.9666 0.8977 1.4270
H -0.5743 0.8786 -0.0196
C 1.6457 1.1050 3.5144
H -1.7425 -4.3904 -4.2725
C 0.3799 5.4866 -0.2352
O 0.2589 -0.3625 -2.9798
O 1.8590 -0.4409 -0.7154
Cr 0.0058 -1.3678 -1.2376
O -2.9803 0.7726 1.9562
H 2.8146 -0.9635 1.1281
C 0.6512 1.1215 2.4461
H -2.3135 -2.7784 -4.5619
H -0.9359 0.9341 3.5583
H -0.7550 -2.9290 -3.9846
O -0.5354 3.2704 -0.9020
H 2.5480 1.6935 3.3477
H 3.5463 -2.5159 -0.4930
O 0.6813 1.1923 -4.6735
H -2.5840 -2.0861 -1.0954
H 2.1896 -3.0690 1.5461
H 4.0747 -1.2340 -1.6386
H -3.4186 -3.5038 -2.6681
H 3.4277 0.4249 0.1788
C 1.3702 -3.6606 1.9544
O -0.5328 0.3700 2.8942
S -4.0017 1.7670 1.6663
H 1.2382 1.4941 4.4475
H 1.7017 -4.6845 2.1274
C 2.9961 -0.5747 0.1261
S 0.2405 1.0523 -3.3009
C -2.3448 -3.4015 -2.5116

No. 2
47
Properties=species:S:1:pos:R:3 method="wB97M-V/def2-TZVPD" e_above_lowest_ev=0.644 max_force_ev_per_a=1.2 mol_weight_g_mol=288.44 e_tot_ev=-40137.5103
C 32.3603 26.6576 31.4598
C 36.7711 22.6532 28.8406
H 29.4186 25.6246 29.2114
H 37.0342 21.7881 29.4525
C 31.5363 21.7008 25.3380
H 32.2946 27.7384 31.5985
H 38.8056 23.2671 28.3567
H 36.5611 23.4744 29.5338
H 30.0240 25.9667 27.5882
O 35.5740 22.2928 28.1518
H 31.4003 26.2679 31.1185
H 30.3889 19.4111 32.9224
H 31.7792 21.6006 24.2788
C 29.5885 23.8744 27.9959
H 31.2690 22.7497 25.5263
H 28.5164 23.8743 27.7575
H 29.4639 21.2220 25.1447
C 37.8577 23.0414 27.8615
H 29.1784 22.9210 29.6626
H 29.8349 19.0795 31.2798
H 32.5379 20.2753 31.9678
O 32.6460 21.4267 26.1927
F 33.9930 24.5228 27.6850
C 30.5280 19.6831 31.8724
H 37.5159 23.9151 27.3029
H 38.0900 22.2582 27.1378
H 35.2664 23.0885 27.6594
H 31.0897 25.2303 28.8074
O 33.4549 24.9276 30.2109
H 33.7505 24.8241 29.2618
C 31.9698 19.5557 31.3825
C 30.3198 20.8833 25.7265
H 30.4354 19.8100 25.5715
H 30.0220 23.6155 27.0280
H 30.1446 20.7070 31.8374
O 29.8480 22.8876 28.9778
H 31.5725 19.1415 29.5656
H 33.1538 26.7940 29.4368
K 32.7314 22.2315 28.7819
C 33.4063 26.3542 30.4082
H 30.1248 21.0730 26.7852
H 32.3321 18.5416 31.5502
H 34.3928 26.7376 30.6934
H 32.6008 26.1371 32.3863
C 30.0736 25.2591 28.4142
O 32.0586 19.8591 29.9873
H 33.4536 21.7469 25.7783

No. 3
63
Properties=species:S:1:pos:R:3 method="wB97M-V/def2-TZVPD" spin_multiplicity=11 max_force_ev_per_a=3.0 mol_weight_g_mol=718.39 e_tot_ev=-138546.3935
H -10.4183 -1.6557 -22.6568
O -12.8802 -8.8313 -18.8752
H -10.6663 -6.1673 -23.4905
P -13.4307 -4.5799 -18.8960
H -10.0128 -4.8388 -16.0685
H -14.0731 -10.3956 -19.3813
H -11.5597 -8.0685 -21.9875
O -12.7925 -3.4253 -22.9713
O -14.1329 -3.6051 -17.9205
H -17.3640 -0.6538 -20.2695
H -14.5871 -6.8066 -19.5023
H -9.6184 -6.8021 -22.3248
H -10.5780 -6.3873 -16.8355
C -12.5726 -1.9902 -23.1319
O -13.9062 -5.9410 -18.2724
C -8.5093 -6.2433 -16.2700
O -16.1368 -2.0436 -14.2149
H -15.8572 -9.1192 -20.5545
O -15.6868 -1.6978 -19.7660
H -17.7699 -3.0205 -20.7178
C -14.1626 -9.3199 -19.2086
O -11.5257 -2.2844 -21.0254
H -16.0611 -0.6314 -21.5518
Fe -12.3351 -4.3683 -21.2102
Fe -14.5029 -5.1667 -16.5676
O -16.3242 -3.1268 -22.2545
C -11.4197 -1.5550 -22.2316
H -13.4930 -1.4845 -22.8496
O -14.0505 -4.2538 -20.2992
O -8.1271 -7.4046 -17.0449
C -16.5760 -1.2037 -20.7814
H -14.8378 -9.2999 -18.3421
H -9.7224 -4.4232 -22.4126
H -10.4420 -4.6876 -18.4224
O -14.1996 -1.4004 -15.6855
C -10.5397 -6.2168 -22.4063
O -13.9441 -2.4255 -13.2801
O -15.0786 -7.2512 -20.2457
H -11.4159 -6.9935 -20.5777
H -11.4736 -0.4769 -22.0440
H -14.2338 -8.7600 -21.2663
C -14.8746 -8.6847 -20.3785
H -8.9691 -7.7445 -17.3623
H -13.0231 -7.9606 -18.4859
C -9.7735 -5.6484 -16.7682
C -17.2813 -2.3968 -21.4670
H -13.2580 -3.6569 -23.8029
H -17.9429 -2.0747 -22.2711
O -11.9347 -4.5482 -19.2477
H -11.0684 -1.9565 -20.2365
H -15.1457 -2.4154 -20.1200
Pd -14.9516 -1.6563 -17.6049
C -11.5649 -7.0271 -21.6626
O -9.6093 -4.9980 -18.0321
H -12.1987 -1.8039 -24.1395
O -12.8445 -6.3922 -21.8128
H -13.5651 -6.8112 -21.2883
O -10.4488 -4.8764 -21.8923
H -7.6759 -5.5784 -16.0632
P -14.6757 -2.3652 -14.6059
H -8.8095 -6.6725 -15.3035
H -15.7515 -3.6082 -21.6465
O -14.7996 -3.7140 -15.3867

No. 4
70
Properties=species:S:1:pos:R:3 method="wB97M-V/def2-TZVPD" e_above_lowest_ev=0.000 max_force_ev_per_a=1.2 smiles="C[N+](=O)[O-].C[N+](=O)[O-].C[N+](=O)[O-].C[N+](=O)[O-].C[N+](=O)[O-].C[N+](=O)[O-].C[N+](=O)[O-].C[N+](=O)[O-].C[N+](=O)[O-].C[N+](=O)[O-]" mol_weight_g_mol=610.40 e_tot_ev=-66680.1403
O 19.2465 -11.8326 -6.4907
C 13.5716 -13.7842 -7.6819
H 13.4725 -18.0204 -8.3799
C 10.8586 -9.7996 -7.8509
H 13.9370 -14.7518 -8.0071
H 16.8114 -16.3705 -10.4053
N 16.0748 -16.7842 -6.2725
N 14.3322 -11.5953 -3.9776
O 18.7842 -16.3457 -7.9525
H 18.1454 -15.1539 -10.3420
H 17.0567 -13.9698 -5.8103
H 12.4640 -18.3922 -4.9033
N 10.5684 -15.8974 -9.1140
O 18.4815 -17.8444 -9.4648
C 12.2245 -17.4618 -4.4078
O 16.0865 -16.1382 -5.2470
O 14.0363 -11.6665 -8.4458
O 14.6989 -11.0774 -2.9505
H 13.4663 -13.7684 -6.5993
O 15.7156 -18.6858 -9.5086
H 16.7860 -10.1979 -10.5393
O 11.8989 -16.6181 -6.5316
N 18.3938 -12.3606 -5.8203
O 18.0925 -11.8038 -9.1941
N 14.5710 -18.8363 -9.9032
C 18.0916 -13.7959 -6.0736
C 17.4664 -15.7845 -9.7725
O 10.4805 -11.9294 -8.6681
O 15.5464 -16.4305 -7.3029
O 13.7404 -12.6541 -4.0556
H 17.7562 -17.9197 -6.7318
O 15.7112 -12.9075 -7.9626
H 18.3174 -14.0217 -7.1068
H 8.8554 -15.9030 -7.9931
O 10.8282 -11.7145 -6.5419
O 14.1849 -19.7535 -10.5842
H 10.2414 -14.8180 -7.3676
H 14.7928 -9.8451 -5.0243
H 16.8576 -18.4375 -5.2736
H 10.9808 -9.3577 -6.8712
H 15.8022 -11.6518 -10.6511
C 9.6359 -15.1776 -8.1906
O 10.4727 -17.1092 -9.1530
H 12.6580 -17.9888 -10.0026
H 16.8910 -15.2155 -9.0502
N 14.5249 -12.7261 -8.0793
H 13.8668 -11.1380 -5.9530
O 17.7749 -11.8188 -4.9247
H 18.7521 -14.3552 -5.4146
N 10.7141 -11.2660 -7.6733
H 16.8386 -11.2250 -12.0346
H 11.7425 -9.6318 -8.4562
H 16.2260 -18.7618 -6.9696
H 15.5964 -11.3707 -5.5733
H 13.9303 -16.8222 -9.5959
H 9.9784 -9.4527 -8.3817
N 17.8431 -11.9945 -10.3650
C 14.6698 -10.8887 -5.2682
N 18.3110 -16.7450 -9.0064
C 13.5714 -17.8336 -9.4454
H 12.8802 -17.2149 -3.5804
O 11.3563 -15.2551 -9.7814
O 18.3732 -12.8285 -11.0793
C 16.7719 -18.1087 -6.3018
H 9.1768 -14.3488 -8.7214
C 16.7421 -11.1973 -10.9566
H 11.2064 -17.4864 -4.0180
O 12.5182 -15.2472 -4.9934
N 12.2446 -16.3511 -5.3942
H 12.6532 -13.5699 -8.2174